10 unconnected molecules or ions with the total composition C36H60O24 in a non-equilibrium geometry, computed with wB97M-V/def2-TZVPD.

The max |F| is 2.4 eV/A. The HOMO energy comes out at -9.89 eV. As for the structure (SMILES): COC(=O)OC.COC(=O)OC.COC(=O)OC.COC(=O)OC.O=C1CCCO1.O=C1CCCO1.O=C1CCCO1.O=C1CCCO1.O=C1CCCO1.O=C1CCCO1. The calculation puts the energy relative to the best compared isomer or geometry (same formula, charge and spin) at 0.0 kcal per mole. The calculated total energy is -3213.5882 a.u.

The geometry in XYZ format:
```
120
Properties=species:S:1:pos:R:3:forces:R:3:lowdin_charge:R:1
H -2.85475 -2.03785 -1.19998 -0.3 0.3 0.4 0.103
O -0.93679 1.64597 3.27816 -0.1 -0.1 1.1 0.004
H -0.78344 3.74073 -3.55064 -0.4 -0.1 -0.3 0.128
O 5.28610 -0.23355 7.10935 -0.3 -0.3 0.5 0.130
H -4.71392 2.39788 2.41307 0.4 0.1 0.0 0.104
H 0.34438 -1.99632 4.89437 -0.1 -0.2 0.0 0.107
H 5.28048 -0.45520 -1.96559 0.2 -0.1 0.0 0.092
O 3.56780 -2.84354 2.81536 0.1 0.1 -0.1 -0.007
C 3.52206 -3.54513 1.67938 0.2 0.6 0.3 -0.638
C -2.01030 1.99921 -2.88104 0.0 0.6 0.5 -0.481
C -0.97506 3.08864 -2.70339 0.4 -0.3 1.0 -0.053
O -6.38129 -2.91503 -2.66417 0.0 0.0 -0.9 0.124
C 1.71844 -0.76656 0.89927 0.7 0.0 -1.1 -0.032
O 2.95976 -4.58087 1.51712 -0.4 -0.7 -0.1 0.150
O -1.52125 -0.70271 -0.28734 -0.7 0.7 0.3 0.025
C 3.87140 3.19315 -1.25940 0.5 0.6 -0.1 -0.148
H -5.94114 -1.50353 -4.91899 -0.1 -0.2 -0.1 0.110
C 0.86927 -0.93110 -3.99832 -0.5 0.1 1.1 -0.022
H 1.76189 3.11441 -0.67069 -0.2 0.6 0.4 0.118
C 2.97451 -3.42864 3.94548 0.1 -1.3 1.9 -0.044
H -2.25338 -0.61320 -6.33142 0.0 -0.2 -0.1 0.117
H 2.15878 -0.31073 1.77799 -0.5 0.0 0.3 0.088
H 0.19081 -2.50849 2.11390 0.1 -0.3 0.1 0.100
C 0.13860 2.51834 3.06340 1.4 1.0 -1.4 -0.044
H 5.00276 -3.44807 -1.00512 -0.1 -0.1 0.0 0.099
H -4.06614 -2.66290 0.80458 0.1 0.1 -0.3 0.099
H 0.43459 -0.19442 -4.67463 0.6 -0.1 -0.4 0.092
H -2.25697 -1.98670 5.36373 0.5 -0.1 0.3 0.133
H 0.78275 2.19240 2.23592 -0.2 -0.3 0.1 0.083
C -5.98718 -2.44044 -1.64753 -0.4 -0.4 0.8 -0.496
O -5.33170 -3.19294 -0.73583 0.1 0.0 0.2 0.032
C 5.42094 -0.13443 -2.99593 -0.5 0.5 -0.1 -0.019
C -1.48349 3.83023 -1.45933 -0.1 0.6 -0.4 -0.141
H -6.00688 -0.27885 -1.77834 -0.1 -0.1 -0.2 0.121
C 2.73852 2.79513 -0.31737 0.9 -1.5 -0.3 -0.151
C -2.31495 -1.11052 -1.41188 0.9 -1.5 -0.2 -0.011
H -1.32768 4.90765 -1.53967 0.0 0.0 0.0 0.114
C -2.58167 -1.90422 3.30744 -0.2 0.0 0.4 -0.460
C -5.08413 -2.46566 0.47713 0.2 -0.3 0.8 -0.161
H 3.05091 -4.52195 4.03210 0.1 0.1 -0.9 0.107
H -5.67871 -2.83730 1.31630 -0.4 -0.2 -0.4 0.127
C -2.01161 1.79868 2.51736 -0.3 -0.4 0.0 -0.610
O 4.72103 -0.73492 5.00726 -0.3 0.1 -0.3 0.015
O -2.03485 2.24475 1.40840 0.2 0.7 -0.6 0.136
O 2.86779 0.15385 -2.28725 -0.4 0.8 0.3 0.105
C 4.51951 -0.01776 3.75414 -0.5 -0.7 0.3 -0.138
O 0.33116 -0.48154 0.78109 -0.1 0.4 0.6 -0.005
H 3.55790 -2.45629 -1.14258 -0.2 0.1 0.1 0.081
H 3.47875 -0.23824 3.50651 0.1 0.2 -0.2 0.098
C -3.90087 -1.58253 -7.34295 0.2 0.5 0.4 -0.489
H -5.00330 0.76332 2.94990 0.3 -0.2 0.0 0.095
C 4.77388 1.44222 4.07904 -0.2 0.6 -0.1 -0.146
H 3.39982 -4.16260 -0.66476 0.0 -0.1 0.2 0.097
O 4.60557 4.77119 1.78873 -0.1 0.0 0.2 0.126
C -0.30259 -1.17633 -0.17033 0.0 -0.2 0.1 -0.634
C 4.01170 -3.27417 -0.58518 0.6 0.3 -0.5 -0.010
C -4.28374 1.39409 2.43448 -0.6 -0.2 0.0 -0.033
H 0.77775 2.62922 3.93408 -0.4 -0.5 0.4 0.096
H -0.30447 -3.74783 3.35403 0.3 -0.1 -0.3 0.132
C -2.98664 3.51117 -1.47292 0.6 0.7 0.5 -0.144
C -5.44177 -1.03631 -5.76520 0.4 0.0 1.0 -0.148
H -3.34024 3.45348 -0.44612 -0.3 -0.4 -0.1 0.110
H -4.38078 0.69770 -4.96616 0.1 0.1 -0.3 0.111
H 6.69967 1.29504 5.15369 0.1 0.0 0.0 0.132
C -0.34720 -1.71567 4.10234 0.1 0.5 0.1 -0.133
H 0.45189 -1.91624 -4.17657 -0.1 0.0 -0.1 0.104
H -3.54109 4.29175 -1.99715 -0.1 -0.2 -0.2 0.126
C -3.29460 -0.41194 -6.57743 0.0 0.4 0.0 -0.073
H 1.91669 -3.21298 4.08812 0.1 0.4 -0.4 0.065
H 3.66906 5.30949 -0.99239 0.3 0.3 0.2 0.131
O -3.73997 -1.68532 3.06377 0.3 0.0 0.0 0.110
H 1.92655 -1.82858 0.85424 -0.2 -0.2 0.3 0.072
C -4.17279 -0.30618 -5.33696 0.2 0.2 0.3 -0.166
C 4.32550 4.51985 -0.62407 -0.1 -0.7 0.0 -0.065
O -3.06530 1.33046 3.17293 0.0 0.1 0.3 0.012
H -2.93094 -0.27195 -1.69009 -0.1 0.0 -0.1 0.075
O -1.88070 0.96176 -3.44181 0.1 -0.7 -1.0 0.110
C -6.25610 -1.07170 -1.07390 0.8 0.5 -0.2 -0.057
H -0.14785 3.53164 2.76329 -0.5 -0.2 0.2 0.105
H -1.94843 -0.38065 4.62953 -0.2 0.0 0.4 0.104
H -7.32242 -1.00188 -0.86455 0.0 0.0 0.1 0.132
H 5.13006 -0.47945 2.97767 0.3 0.1 0.2 0.128
H 5.43485 2.22758 6.00618 0.2 0.0 0.1 0.124
H 6.32027 -0.51895 -3.45855 0.0 -0.2 0.1 0.097
O -4.96458 -2.04941 -6.65297 -0.6 -0.1 -0.4 0.033
H -4.38805 -0.55427 -0.03503 -0.2 0.4 -0.2 0.079
C 4.07574 4.26435 0.84752 -0.2 0.0 -0.2 -0.487
O -3.11155 2.25447 -2.14461 -0.3 0.2 0.1 0.029
H 3.60709 3.30950 -2.30863 -0.3 0.0 0.1 0.116
H 2.22357 -0.35441 0.02204 0.0 0.0 0.0 0.077
C -0.44181 -2.73845 2.96442 -0.8 -0.1 0.8 -0.120
H 0.58764 -0.60355 -2.99762 0.1 -0.2 0.1 0.069
H -1.02680 3.52752 -0.51846 0.0 -0.4 -0.2 0.093
H -3.27753 0.49341 -7.18696 -0.2 -0.1 -0.2 0.126
C 5.63191 1.39389 5.34087 -0.9 0.0 -0.2 -0.062
O -3.53587 -2.05102 -8.37264 0.2 -0.3 -0.4 0.130
H 5.15275 2.05060 3.25914 0.3 -0.3 0.0 0.111
H -4.11108 1.02738 1.43022 -0.1 0.1 -0.1 0.071
O -1.81917 -2.68424 2.52149 0.1 0.3 -0.4 0.036
H 3.54197 -3.13391 4.83333 -0.2 0.7 -0.3 0.098
O 0.17550 -2.08908 -0.78130 0.3 -0.4 -0.5 0.143
H 2.70115 1.71330 -0.20141 -0.2 0.0 -0.2 0.093
C -1.79300 -1.45159 4.53750 -0.2 0.1 -1.3 -0.044
O 3.14797 3.27544 0.97381 -0.4 0.5 0.0 0.010
C 5.15623 0.09718 5.97381 1.3 0.2 -0.4 -0.503
O 4.32926 -0.60114 -3.79829 0.8 -0.1 -0.5 0.014
H -3.63849 -0.80717 -4.52907 -0.4 -0.2 0.1 0.102
H 0.01029 -0.76359 3.70209 0.1 -0.1 0.0 0.101
H -5.85028 -0.45227 0.95160 0.2 -0.2 0.3 0.106
H 5.38279 4.74023 -0.73661 -0.1 0.3 -0.3 0.126
C 3.11678 -0.40925 -3.32121 -0.3 -1.1 0.5 -0.625
C -5.35647 -1.00502 0.15939 -0.3 0.0 0.0 -0.153
O 4.20436 -2.84647 0.77269 -0.2 -0.1 -0.3 -0.005
H -0.05410 2.52987 -2.52303 0.1 0.2 0.0 0.115
H 4.69850 2.48022 -1.24750 -0.2 -0.1 0.3 0.107
H -1.63520 -1.45054 -2.19582 -0.1 0.6 -0.3 0.090
O 2.28300 -1.10556 -4.07537 0.0 0.4 -1.1 0.023
H 3.81651 1.90732 4.32074 0.0 0.0 0.1 0.114
H 5.44380 0.95654 -3.02865 0.0 0.0 0.1 0.087
H -6.14791 -0.36041 -6.25281 0.1 -0.1 -0.3 0.127
```
Positions in Å, forces in eV/Å.